ORCA calculation (the ωB97M-V functional and the def2-TZVPD basis) on the ion C5H6N with charge +1.

Each atom is followed by the atoms it is bonded to, with distances in Å.
Atoms and positions in Å:
1 N 2.0707 1.2661 -0.0001  C3 1.141
2 C -1.6489 0.7693 0.1355  C5 1.438, H8 1.184, H9 1.117, H11 1.059
3 C 2.2508 0.1398 -0.0269  N1 1.141, C4 1.371
4 C 1.5928 -1.0613 0.0315  C3 1.371, C6 1.337, H12 1.152
5 C -0.3661 0.2917 -0.3067  C2 1.438, C6 1.444, H7 1.073
6 C 0.2598 -0.9625 0.0413  C4 1.337, C5 1.444, H10 1.138
7 H 0.1555 0.7359 -1.1323  C5 1.073
8 H -1.6410 1.7056 0.8597  C2 1.184
9 H -2.2954 0.0038 0.6288  C2 1.117
10 H -0.2030 -1.9805 0.2520  C6 1.138
11 H -2.2226 1.2041 -0.6416  C2 1.059
12 H 2.0475 -2.1121 0.1587  C4 1.152

As for the molar mass: 80.11 g mol⁻¹. Its total energy is -6758.742 eV. Its total charge is +1. As for the LUMO energy (spin up / spin down): -5.3 / -9.8 eV. As for the multiplicity: 3. The HOMO energy (spin up / spin down) is -13.95 / -17.56 eV. The HOMO-LUMO gap (spin up / spin down) comes out at 8.7 / 7.7 eV. For the strongest force on any atom, the calculation gives 7.11 eV Å⁻¹.